[1]
Here is C56H53CaFN8O5S2SbSe as an isolated structure from the OMol25 dataset. Energies are from ωB97M-V/def2-TZVPD.

The maximum force is 0.009 Eh/bohr. Its charge is -1. For the energy relative to the best compared isomer or geometry (same formula, charge and spin), the calculation gives 0.0 kJ/mol. As for the HOMO energy (spin up / spin down): -2.18 / -3.72 eV. The HOMO-LUMO gap (spin up / spin down) is 4.07 / 5.59 eV. As for the spin multiplicity: 1.

The geometry in XYZ format:
```
128
Properties=species:S:1:pos:R:3:forces:R:3
Ca 0.885723 2.314399 -0.864724 0.09 -0.04 0.36
C 4.951286 5.098695 -6.736014 -0.03 0.00 0.02
C 3.699498 4.808757 -5.950009 0.01 0.00 0.00
C 2.597489 5.660765 -6.027130 0.01 -0.04 0.02
C 1.449730 5.407317 -5.294036 0.03 0.04 -0.05
C 1.395333 4.293739 -4.467178 0.04 -0.05 0.00
C 2.473248 3.425154 -4.387441 0.02 0.02 -0.02
C 3.618386 3.690756 -5.127601 -0.02 0.00 0.00
S -0.056796 4.024768 -3.470677 0.06 -0.45 0.00
O -1.171556 4.469620 -4.267929 -0.10 0.13 -0.08
O 0.199549 4.717811 -2.217661 0.17 -0.02 0.11
N -0.065098 2.501142 -3.074384 -0.06 -0.04 -0.04
C -0.315573 1.448760 -3.938699 0.01 -0.15 0.01
C -0.418534 1.544680 -5.337329 0.00 0.20 0.05
C -0.595668 0.394861 -6.079228 -0.01 0.00 0.00
C -0.675348 -0.833015 -5.437484 0.01 0.03 0.06
C -0.582167 -0.831117 -4.054871 -0.02 -0.07 0.00
N -0.415991 0.261557 -3.319490 0.03 0.13 0.06
H 4.717220 5.372834 -7.765699 0.00 0.00 0.00
H 5.608972 4.230267 -6.754235 0.01 0.01 -0.01
H 5.505812 5.929057 -6.292918 0.00 0.00 0.00
H 2.637562 6.528710 -6.676218 0.01 0.00 0.00
H 0.586941 6.057106 -5.364695 0.00 0.00 0.00
H 2.422212 2.533540 -3.768689 0.00 0.01 0.00
H 4.455139 3.004165 -5.066401 0.00 0.01 0.00
H -0.369493 2.512582 -5.817544 0.00 -0.02 -0.01
H -0.670628 0.457898 -7.158628 0.00 0.02 0.00
H -0.803762 -1.759610 -5.979999 0.00 0.00 0.00
H -0.643689 -1.765835 -3.504766 0.01 0.04 -0.02
F -3.178797 -3.235084 -0.651455 0.01 -0.35 -0.28
C -3.261771 -2.204676 0.205770 0.01 0.19 0.14
C -2.394772 -1.161666 0.079444 0.09 0.09 0.00
C -2.506882 -0.068349 0.941601 -0.02 -0.10 0.12
C -1.488382 0.983953 0.868555 0.07 -0.08 0.03
O -0.496758 0.766871 0.151007 -0.13 0.38 -0.13
C -1.716825 2.134909 1.699320 0.23 0.07 -0.10
C -2.748712 2.094523 2.579983 -0.06 -0.07 -0.02
N -3.617914 1.062937 2.736173 0.05 0.03 0.06
C -4.646162 1.126760 3.743780 0.02 -0.02 -0.04
C -4.542245 0.222195 4.938683 0.04 -0.01 -0.03
C -4.304786 1.696515 5.083732 -0.01 0.03 0.01
C -3.520939 -0.042995 1.901541 -0.03 0.01 0.01
C -4.377459 -1.143340 2.029921 0.03 -0.08 -0.07
C -4.244526 -2.241667 1.199869 -0.11 0.16 0.18
N -5.112730 -3.349153 1.401189 0.00 -0.07 -0.03
C -6.390502 -3.281346 0.706048 -0.01 -0.06 0.03
C -7.365112 -4.255638 1.341519 0.03 0.14 -0.01
N -6.799514 -5.623130 1.403555 -0.21 -0.21 0.12
C -5.451499 -5.661468 2.020030 0.13 0.07 0.03
C -4.522023 -4.681404 1.330683 -0.08 0.03 0.04
C -0.816084 3.383405 1.766339 0.23 -0.14 -0.14
O -0.942044 4.081271 2.775660 -0.01 0.11 -0.03
O -0.032271 3.572474 0.788745 -0.34 -0.08 0.10
H -1.618462 -1.151967 -0.677600 -0.02 -0.01 -0.01
H -2.872781 2.942455 3.239551 -0.02 -0.02 0.02
H -5.636578 1.323849 3.349339 -0.01 0.00 0.01
H -3.674141 -0.422733 4.973596 -0.01 0.00 0.00
H -5.452947 -0.206923 5.333211 0.00 0.00 -0.01
H -3.287827 2.026448 5.242421 -0.01 -0.01 0.01
H -5.059722 2.298011 5.569459 0.01 0.00 0.00
H -5.134804 -1.178989 2.798995 0.00 0.00 0.01
H -6.289652 -3.498023 -0.368187 0.05 0.00 -0.02
H -6.789471 -2.270322 0.802203 -0.02 0.00 0.00
H -8.303952 -4.314593 0.789770 -0.01 -0.05 -0.04
H -7.582604 -3.960309 2.367154 0.02 -0.02 0.02
H -6.776086 -6.046606 0.461150 0.02 0.03 0.00
H -7.503644 -6.292893 1.971607 0.14 0.13 -0.09
H -5.086027 -6.686218 1.947906 -0.04 -0.04 -0.04
H -5.573855 -5.406605 3.071415 -0.04 0.01 0.00
H -4.341057 -5.014906 0.302158 0.00 0.03 -0.04
H -3.559952 -4.664523 1.845000 0.02 -0.01 0.03
C 2.967290 1.153327 5.152542 0.00 0.01 -0.01
N 3.207902 2.364362 4.399941 0.01 0.02 -0.09
C 3.856787 3.501639 4.847341 -0.06 -0.20 0.15
C 3.841937 4.391831 3.848963 -0.07 0.01 -0.22
N 3.182061 3.800685 2.772060 0.03 -0.04 -0.09
C 2.780951 2.524351 3.109149 0.02 0.20 0.22
S 1.928831 1.382198 2.261976 0.11 -0.02 -0.09
C 3.048781 4.450931 1.512692 -0.10 -0.20 -0.05
C 2.844643 5.820485 1.488315 -0.03 0.09 0.19
C 2.825621 6.454628 0.261988 -0.02 0.10 0.00
C 3.000812 5.706124 -0.884542 -0.07 -0.16 -0.24
C 3.154059 4.335087 -0.750156 -0.02 -0.01 0.18
N 3.173647 3.706507 0.427394 0.11 0.21 -0.07
H 3.362304 1.284412 6.157938 0.01 0.02 0.00
H 3.448327 0.304264 4.667171 0.01 0.01 -0.01
H 1.898069 0.947007 5.191697 -0.01 0.02 0.01
H 4.277557 3.569152 5.834448 0.00 -0.01 -0.01
H 4.269050 5.374604 3.782808 -0.01 0.00 -0.01
H 2.663532 6.365445 2.404212 0.00 -0.01 -0.01
H 2.648482 7.520642 0.204689 0.00 0.00 0.00
H 2.960804 6.149465 -1.869752 0.00 0.00 0.01
H 3.259705 3.687981 -1.619256 0.08 0.05 -0.01
Se 3.184761 0.535262 -1.574797 -0.06 0.03 -0.07
C 0.614320 -4.410840 -3.787219 0.01 0.04 -0.01
C 1.808908 -3.701622 -3.823857 -0.02 0.04 0.06
C 2.174309 -2.889349 -2.757437 -0.06 -0.07 0.01
C 1.361232 -2.785654 -1.626369 -0.04 -0.04 -0.08
C 0.152330 -3.483138 -1.613115 0.18 0.00 -0.07
C -0.218210 -4.292149 -2.684601 0.01 0.04 0.07
Sb 1.979007 -1.456062 -0.048513 -0.16 0.07 0.05
C 3.769994 -2.503825 0.498457 0.05 -0.03 -0.07
C 4.779979 -1.774868 1.125433 -0.03 -0.09 -0.03
C 5.947180 -2.404073 1.540949 -0.03 0.01 -0.01
C 6.121006 -3.764676 1.324057 -0.02 -0.02 -0.01
C 5.128501 -4.496396 0.685309 -0.05 0.07 0.00
C 3.958117 -3.866938 0.274182 0.06 0.11 0.05
C 0.763744 -2.481899 1.527573 0.03 0.01 0.00
C 0.126593 -1.678409 2.470928 -0.07 0.09 -0.06
C -0.679420 -2.230470 3.462930 0.02 0.00 -0.06
C -0.853973 -3.604960 3.531596 0.06 -0.07 -0.08
C -0.199809 -4.425136 2.614732 -0.03 0.10 0.07
C 0.605450 -3.863405 1.630487 -0.05 -0.02 -0.01
H 0.326297 -5.037653 -4.622878 0.00 0.00 0.01
H 2.452497 -3.768799 -4.692804 0.01 0.00 0.01
H 3.090546 -2.311920 -2.810693 0.00 0.01 0.01
H -0.516204 -3.402931 -0.767743 -0.03 -0.01 0.09
H -1.165201 -4.818442 -2.655456 0.00 0.00 0.00
H 4.655615 -0.706346 1.267957 0.01 0.00 0.00
H 6.729008 -1.830786 2.025206 -0.01 0.01 0.00
H 7.034147 -4.253262 1.642552 0.00 0.00 0.00
H 5.267893 -5.555140 0.501347 0.00 0.00 0.00
H 3.193974 -4.437564 -0.242089 0.01 -0.03 0.00
H 0.264172 -0.599957 2.436830 -0.08 -0.16 0.02
H -1.170892 -1.582716 4.180691 0.00 0.02 0.01
H -1.480314 -4.039017 4.303056 0.00 0.00 -0.01
H -0.312537 -5.501887 2.672422 0.00 -0.01 0.00
H 1.108303 -4.520513 0.930096 -0.01 -0.01 -0.03
```
Positions in Å, forces in eV/Å.

Results of the Mulliken charge analysis, in e, for atoms 1 through 6: Ca 1.726; C -1.523; C 1.072; C -0.685; C -0.807; C 0.163

[2]
Here is the molecule C28H32N4O2 from the OMol25 dataset. Energies are from ωB97M-V/def2-TZVPD.

Its SMILES is CCc1ccccc1NC(=O)CN1CCN(CC(=O)Nc2ccc(-c3ccccc3)cc2)CC1. The maximum force is 0.011 Eh/bohr. Its charge is 0. For the energy relative to the best compared isomer or geometry (same formula, charge and spin), the calculation gives 0.0 kJ/mol. As for the HOMO energy: -8.19 eV. The HOMO-LUMO gap is 8.66 eV. As for the spin multiplicity: 1.

The geometry in XYZ format:
```
66
Properties=species:S:1:pos:R:3:forces:R:3
C -0.153650 -0.908257 -1.512275 -0.01 0.15 0.14
C -0.104962 -1.012312 0.013880 0.02 -0.12 -0.19
C 0.266410 -2.402589 0.459194 0.01 0.09 0.09
C -0.726749 -3.258512 0.911476 0.09 -0.02 0.01
C -0.442574 -4.556287 1.298835 -0.06 -0.13 0.03
C 0.860196 -5.017559 1.235102 -0.14 0.04 0.02
C 1.869443 -4.186387 0.787695 0.19 -0.04 -0.03
C 1.583544 -2.882165 0.395677 -0.18 -0.46 0.13
N 2.584999 -2.028707 -0.070894 -0.40 0.41 0.02
C 3.898781 -2.247980 -0.301902 0.13 0.34 -0.12
O 4.508630 -3.281329 -0.136967 0.17 -0.22 0.00
C 4.567708 -0.989724 -0.883446 0.01 -0.07 0.04
N 3.822214 0.202391 -0.530976 0.26 0.13 -0.18
C 4.197342 0.737823 0.766460 -0.23 0.12 0.23
C 3.175435 1.786733 1.189479 0.28 -0.17 0.11
N 3.107163 2.838045 0.188985 -0.05 0.06 -0.05
C 2.299340 3.972356 0.614247 0.13 -0.04 0.21
C 0.907732 3.540445 1.085876 0.32 0.28 -0.16
O 0.658067 3.340136 2.254011 -0.02 -0.07 0.19
N 0.038949 3.313839 0.058641 -0.08 0.19 -0.39
C -1.169168 2.605636 0.078598 -0.25 -0.21 0.05
C -1.800666 2.364149 -1.140339 0.07 0.08 0.10
C -2.945185 1.596017 -1.195602 0.00 0.00 0.12
C -3.496232 1.055634 -0.035858 0.19 0.12 0.05
C -4.689723 0.200416 -0.096893 -0.21 -0.15 -0.01
C -4.805722 -0.778222 -1.081350 0.02 0.07 0.05
C -5.920581 -1.593841 -1.133659 -0.07 -0.07 -0.07
C -6.939109 -1.440757 -0.207912 -0.07 -0.05 -0.01
C -6.834373 -0.469532 0.773835 -0.07 -0.05 0.06
C -5.717121 0.342460 0.832523 0.07 0.01 -0.05
C -2.876962 1.331810 1.180666 -0.09 0.00 -0.28
C -1.727154 2.093597 1.245786 0.12 0.11 0.18
C 2.759390 2.284066 -1.103948 0.28 -0.13 -0.25
C 3.826508 1.268130 -1.511660 -0.30 0.17 -0.15
H 0.810874 -1.141560 -1.957900 0.10 -0.04 -0.10
H -0.447342 0.095442 -1.812781 0.01 0.05 -0.09
H -0.884702 -1.611018 -1.905292 -0.06 -0.08 -0.08
H -1.091161 -0.764442 0.410902 0.09 0.05 0.06
H 0.594060 -0.272657 0.416545 -0.04 0.08 0.06
H -1.744478 -2.896467 0.959730 -0.09 0.07 0.01
H -1.235078 -5.201215 1.647621 -0.07 -0.06 0.03
H 1.095363 -6.027897 1.534174 0.03 -0.08 0.03
H 2.886286 -4.537514 0.730932 0.05 -0.01 0.00
H 2.319821 -1.062773 -0.245122 0.15 -0.14 0.01
H 5.615976 -0.964734 -0.555675 -0.10 -0.06 0.00
H 4.566382 -1.113556 -1.970621 0.01 0.01 0.05
H 4.208072 -0.075561 1.494775 0.02 0.02 0.02
H 5.199568 1.195540 0.732143 -0.03 -0.07 0.01
H 3.469255 2.232451 2.140891 -0.05 -0.04 0.03
H 2.199941 1.291438 1.332132 0.05 0.02 0.04
H 2.808753 4.440585 1.460631 -0.19 0.03 -0.06
H 2.242383 4.689289 -0.208180 0.00 0.01 0.01
H 0.335399 3.602792 -0.863500 0.07 -0.07 0.22
H -1.383720 2.776322 -2.050288 0.04 0.03 -0.09
H -3.423888 1.419779 -2.147551 -0.04 -0.02 -0.09
H -4.005585 -0.911919 -1.795277 0.08 -0.01 -0.06
H -5.994814 -2.353678 -1.898117 0.00 -0.06 -0.05
H -7.810982 -2.076545 -0.250954 -0.07 -0.05 0.00
H -7.627329 -0.344577 1.496791 -0.06 0.02 0.05
H -5.645374 1.107837 1.591629 0.01 0.08 0.06
H -3.285572 0.918448 2.090829 -0.03 -0.05 0.09
H -1.250477 2.282027 2.192703 0.02 0.01 0.01
H 2.727624 3.093305 -1.838501 -0.05 0.01 -0.01
H 1.785580 1.762536 -1.094306 0.06 0.04 -0.06
H 3.579284 0.855448 -2.492655 0.03 0.01 0.03
H 4.803968 1.773376 -1.572989 -0.04 -0.03 -0.03
```
Positions in Å, forces in eV/Å.

Results of the Mulliken charge analysis, in e, for atoms 1 through 6: C -0.979; C 1.611; C 0.582; C -0.581; C -0.786; C -0.561